1.
# C5H12S

2 unconnected molecules or ions with the total composition C5H12S at a distorted geometry (wB97M-V/def2-TZVPD, OMol25).

Each line ends with the Löwdin charge.
Positions of all 18 atoms, in Å:
C -2.316 1.647 -0.570  -0.05
C -2.656 0.426 -0.114  -0.23
C -2.416 -0.828 -0.972  -0.13
H -2.567 2.421 0.078  0.02
H -1.813 2.067 -1.442  0.07
H -3.189 0.104 0.751  0.08
H -2.499 -0.536 -2.097  0.09
H -1.364 -1.261 -0.984  0.07
H -3.162 -1.584 -0.790  0.04
C 2.683 0.026 -1.133  -0.23
C 2.394 0.057 0.291  -0.68
S 0.870 0.929 0.833  0.65
H 2.897 1.041 -1.513  0.08
H 3.631 -0.637 -1.439  0.13
H 1.883 -0.316 -1.687  0.03
H 3.297 0.467 0.828  0.08
H 2.221 -0.966 0.674  0.06
H 0.686 1.428 -0.495  -0.09

Output
net charge	0
HOMO level	-8.844	eV
total energy	-595.809079	Ha
structure (SMILES)	C=CC.CCS

2.
# C5H12S

C5H12S in the gas phase at a distorted geometry (wB97M-V/def2-TZVPD, OMol25).

Each line ends with the Löwdin charge.
Positions of all 18 atoms, in Å:
C -2.555 0.170 -1.134  -0.13
C -1.146 0.194 -1.641  -0.29
C -0.179 -0.365 -0.607  -0.34
C 0.424 0.522 0.445  -0.54
S 2.239 0.421 0.517  0.80
C 2.814 -0.385 2.072  -0.43
H -3.328 0.566 -1.858  0.09
H -2.826 -0.826 -0.863  0.05
H -2.723 0.750 -0.181  0.09
H -0.742 1.238 -1.818  0.12
H -0.983 -0.237 -2.658  0.11
H 0.663 -1.061 -1.029  0.12
H -0.750 -1.109 -0.023  0.09
H 0.193 1.541 0.203  0.05
H -0.237 0.374 1.343  0.11
H 3.908 -0.538 2.036  0.03
H 2.548 -1.471 2.233  0.05
H 2.679 0.216 2.962  0.02

Output
net charge	0
HOMO level	-8.517	eV
total energy	-595.842839	Ha
structure (SMILES)	CCCCSC